Record 1
{
  "formula": "C18H18CoN2O2",
  "method": "the ωB97M-V functional and the def2-TZVPD basis",
  "total_charge": 0,
  "spin_multiplicity": 4,
  "e_lumo_ev": [0.54, 0.21],
  "energy_ev": -63660.4282,
  "homo_lumo_gap_ev": [7.8, 7.5],
  "s_squared": 3.76,
  "symbols": ["Co", "C", "C", "C", "C", "C", "C", "H", "H", "H", "H", "H", "H", "C", "C", "O", "C", "C", "C", "N", "N", "C", "O", "C", "C", "C", "C", "C", "C", "H", "H", "H", "H", "H", "H", "H", "H", "H", "H", "H", "H"],
  "coordinates": [[0.25278, 1.38950, -0.02078], [-0.08975, 3.26674, 1.71804], [-1.18410, 2.59479, 2.25839], [-1.02026, 1.33562, 2.81843], [0.23199, 0.73280, 2.83226], [1.33119, 1.39885, 2.29867], [1.17327, 2.66901, 1.73273], [-0.21823, 4.24771, 1.28395], [-2.16350, 3.05290, 2.22693], [-1.87524, 0.80990, 3.22267], [0.35517, -0.26016, 3.24327], [2.30428, 0.93010, 2.31509], [2.03658, 3.21055, 1.36770], [-2.65167, 3.74307, -1.98618], [-1.96196, 2.49647, -1.49068], [-0.74880, 2.68816, -1.07305], [-2.62131, 1.29314, -1.55238], [-2.03573, 0.00860, -1.29711], [-2.75699, -1.22772, -1.74710], [-0.87355, -0.07932, -0.73156], [-0.25674, -1.34173, -0.66973], [1.00179, -1.17532, -0.40512], [1.59549, -0.02280, -0.21863], [1.86761, -2.38725, -0.31082], [3.17913, -2.26340, 0.13345], [3.99644, -3.38170, 0.23218], [3.50844, -4.63152, -0.11868], [2.19962, -4.75898, -0.56952], [1.38272, -3.64425, -0.66458], [-2.19143, 4.62075, -1.53662], [-3.71656, 3.72498, -1.75482], [-2.54694, 3.82433, -3.06996], [-3.62903, 1.30302, -1.94451], [-3.73558, -0.97812, -2.15075], [-2.86090, -1.92618, -0.91703], [-2.17045, -1.74193, -2.50877], [3.55049, -1.27955, 0.38536], [5.01708, -3.27563, 0.57783], [4.14550, -5.50396, -0.04601], [1.81737, -5.73221, -0.85103], [0.36180, -3.72928, -1.01153]]
}

***

Record 2
{
  "formula": "C5H8O",
  "method": "the ωB97M-V functional and the def2-TZVPD basis",
  "total_charge": 0,
  "spin_multiplicity": 1,
  "e_lumo_ev": 0.55,
  "energy_ev": -7358.3714,
  "homo_lumo_gap_ev": 8.2,
  "e_above_lowest_kj_mol": 374.7,
  "symbols": ["C", "C", "C", "C", "C", "O", "H", "H", "H", "H", "H", "H", "H", "H"],
  "coordinates": [[1.94140, -0.54534, 0.00339], [0.70249, 0.28671, -0.17083], [-0.52134, -0.27342, -0.66953], [-1.70611, 0.38942, -0.16412], [-0.80026, 0.74339, 1.42113], [-1.02280, 0.43273, 2.52639], [2.55224, -0.15937, 0.82987], [1.69390, -1.58854, 0.22976], [2.57563, -0.53732, -0.89485], [0.87667, 1.33270, -0.39120], [-0.85414, 0.01121, -1.71281], [-0.57376, -1.35077, -0.57797], [-1.88747, 1.39238, -0.49792], [-2.59210, -0.22114, -0.10173]]
}

***

Record 3
{
  "formula": "C23H27ClN2O3",
  "method": "the ωB97M-V functional and the def2-TZVPD basis",
  "total_charge": 0,
  "spin_multiplicity": 1,
  "smiles": "CCOC(=O)C1(Cc2ccc(Cl)cc2)CCN(C(=O)CCc2cccnc2)CC1",
  "e_lumo_ev": 0.69,
  "energy_ev": -45936.2254,
  "homo_lumo_gap_ev": 9.6,
  "e_above_lowest_kj_mol": 0.0,
  "symbols": ["C", "C", "H", "H", "O", "C", "O", "C", "C", "H", "C", "N", "C", "O", "C", "H", "H", "C", "C", "C", "C", "C", "N", "C", "H", "H", "H", "H", "H", "H", "C", "H", "C", "H", "H", "H", "H", "H", "H", "C", "C", "C", "C", "C", "C", "C", "H", "H", "Cl", "H", "H", "H", "H", "H", "H", "H"],
  "coordinates": [[1.44618, 5.38379, -1.19085], [1.84828, 4.21626, -0.30848], [2.90404, 3.96022, -0.45295], [1.69144, 4.43841, 0.75229], [1.05568, 3.08050, -0.66249], [0.83094, 2.16812, 0.28419], [1.26762, 2.24864, 1.40313], [-0.03802, 1.02711, -0.23765], [-1.32234, 1.59488, -0.86496], [-1.06892, 2.36093, -1.59788], [-2.25566, 2.17673, 0.19715], [-2.57066, 1.14869, 1.16977], [-3.77101, 0.52754, 1.08033], [-4.65393, 0.96616, 0.36289], [-4.01372, -0.73736, 1.89169], [-3.12427, -1.09521, 2.40188], [-4.78429, -0.51881, 2.63370], [-4.52918, -1.82857, 0.93690], [-3.52107, -2.08428, -0.14375], [-3.66662, -1.53659, -1.41356], [-2.68710, -1.76331, -2.36698], [-1.58531, -2.52606, -2.01127], [-1.42607, -3.04330, -0.80375], [-2.37058, -2.83040, 0.09664], [-2.19538, -3.28249, 1.06570], [-0.79187, -2.73603, -2.71770], [-2.77502, -1.35541, -3.36250], [-4.53268, -0.93278, -1.64208], [-4.71723, -2.74258, 1.50390], [-5.46336, -1.48643, 0.49014], [-1.38725, 0.72642, 1.88143], [-1.63043, 0.03940, 2.68924], [-0.38803, 0.08218, 0.91814], [0.52004, -0.17192, 1.46530], [-0.81878, -0.83285, 0.51101], [-0.93093, 1.61349, 2.33207], [-3.19034, 2.50947, -0.25700], [-1.78180, 3.01910, 0.71071], [-1.84809, 0.78587, -1.37768], [0.76013, 0.27527, -1.33135], [2.00558, -0.36980, -0.79486], [3.18994, 0.34953, -0.69458], [4.33329, -0.22696, -0.17317], [4.29284, -1.54509, 0.25014], [3.12696, -2.28575, 0.14845], [1.99038, -1.69473, -0.37298], [1.08343, -2.27601, -0.45533], [3.10926, -3.31414, 0.47310], [5.71815, -2.27621, 0.90229], [5.24906, 0.33794, -0.09651], [3.22511, 1.37319, -1.03682], [1.01569, 0.98764, -2.11804], [0.10747, -0.49076, -1.75401], [1.59004, 5.12950, -2.23759], [2.05562, 6.24944, -0.94902], [0.39969, 5.63226, -1.03439]]
}